[1]
65
Properties=species:S:1:pos:R:3:forces:R:3 method="wB97M-V/def2-TZVPD" mol_weight_g_mol=788.1 relative_energy_kj_mol=0.0 total_charge=+3 homo_ev=-17.519
Pt -0.5927 0.9193 0.7982 -0.23 0.20 -0.26
O 1.0440 2.0581 0.2869 -0.01 -0.03 0.50
C 1.5164 2.1593 -0.8735 -0.12 0.01 -0.24
C 0.9459 1.6860 -2.0764 -0.06 -0.12 0.12
C 1.6587 1.9376 -3.2726 0.02 -0.07 -0.04
C 1.1356 1.5166 -4.4566 0.05 0.04 0.01
C -0.0765 0.8264 -4.5208 0.01 -0.04 -0.02
C -0.7865 0.5608 -3.3700 0.06 0.11 0.04
C -0.3047 1.0077 -2.1347 0.17 0.10 -0.08
O -1.1022 0.7884 -1.0935 -0.10 -0.14 0.16
N 1.8735 1.8016 -5.7111 -0.03 0.04 0.02
O 2.9046 2.4212 -5.5961 0.02 -0.03 -0.01
O 1.3722 1.3957 -6.7307 0.02 -0.02 0.00
H 2.4713 2.6883 -0.9320 -0.05 0.07 -0.02
H 2.6075 2.4602 -3.2613 0.00 0.01 -0.01
H -0.4368 0.4999 -5.4884 0.00 0.01 -0.01
H -1.7221 0.0205 -3.4021 -0.03 0.03 0.01
C -4.4404 4.6997 0.6371 -0.01 0.02 -0.02
C -4.4080 3.2452 0.9081 0.01 0.01 -0.05
N -5.4207 2.4786 1.1363 -0.07 0.09 0.04
N -4.9157 1.2234 1.2882 0.08 -0.01 0.01
C -3.6027 1.1792 1.1639 -0.02 0.06 -0.04
S -2.5800 -0.2038 1.2699 0.09 -0.06 -0.04
N -3.2476 2.4621 0.9154 -0.01 -0.18 0.04
N -1.9112 2.8512 0.7501 0.02 -0.04 0.08
H -5.3345 5.1194 1.0932 0.00 0.00 -0.01
H -4.4921 4.8829 -0.4380 0.02 0.01 0.00
H -3.5676 5.2115 1.0424 -0.01 0.01 0.03
H -5.5492 0.4600 1.4907 0.01 -0.01 -0.02
H -1.7890 3.2939 -0.1610 -0.08 -0.03 -0.02
H -1.6633 3.5256 1.4746 -0.03 0.04 -0.03
Cl -0.2753 1.0537 3.1603 0.28 0.19 -0.16
C 0.2075 -0.5992 3.6222 -0.09 -0.11 -0.03
C 0.2508 -0.8734 4.9705 0.01 -0.02 -0.05
C 0.6702 -2.1459 5.3432 0.01 -0.01 0.02
C 1.0350 -3.0834 4.3855 0.01 -0.02 0.02
C 0.9730 -2.7742 3.0363 0.00 0.04 0.00
C 0.5357 -1.5099 2.6303 -0.12 0.14 0.02
P 0.6123 -1.0633 0.8898 0.36 -0.24 0.02
C 2.3411 -0.8087 0.5252 -0.13 0.00 -0.18
C 3.0346 -1.7053 -0.2982 -0.03 0.09 0.00
C 4.4095 -1.5823 -0.4332 -0.02 -0.01 0.01
C 5.0904 -0.5813 0.2438 0.00 -0.01 0.01
C 4.4031 0.3064 1.0698 0.03 -0.01 0.00
C 3.0361 0.1922 1.2184 -0.01 0.00 0.15
C -0.1687 -2.2714 -0.1373 -0.12 0.07 0.02
C 0.0117 -2.2201 -1.5277 0.10 -0.07 0.06
C -0.6405 -3.1333 -2.3336 0.00 0.02 0.02
C -1.4825 -4.0853 -1.7659 -0.01 -0.01 -0.01
C -1.6848 -4.1223 -0.3922 0.00 0.02 0.01
C -1.0421 -3.2097 0.4268 0.01 -0.02 0.04
H -0.0232 -0.1347 5.7113 0.00 0.01 0.00
H 0.7162 -2.3972 6.3943 0.01 0.00 0.00
H 1.3782 -4.0617 4.6931 -0.02 -0.01 0.00
H 1.2712 -3.5083 2.2978 0.00 -0.01 0.00
H 2.5248 -2.5093 -0.8051 -0.07 -0.06 -0.05
H 4.9487 -2.2794 -1.0599 0.00 -0.01 0.01
H 6.1653 -0.5028 0.1481 0.00 0.02 -0.03
H 4.9417 1.0757 1.6061 0.01 -0.01 0.02
H 2.5180 0.8734 1.8848 0.05 -0.05 -0.03
H 0.6738 -1.4886 -1.9731 0.03 -0.01 0.00
H -0.4882 -3.1153 -3.4043 0.00 0.00 0.00
H -1.9838 -4.8042 -2.4005 0.01 -0.01 0.00
H -2.3383 -4.8673 0.0404 -0.01 0.01 0.00
H -1.2077 -3.2402 1.4965 0.00 -0.02 -0.01

=====

[2]
63
Properties=species:S:1:pos:R:3:forces:R:3 method="wB97M-V/def2-TZVPD" mol_weight_g_mol=739.1 relative_energy_kj_mol=0.0 total_charge=+3 homo_ev=-15.127
Pt 0.2100 0.2458 0.2612 0.01 0.00 -0.05
C 2.5963 -3.0546 -1.1985 0.00 0.02 -0.02
C 2.4796 -3.9465 -0.1490 -0.01 -0.01 0.01
C 1.7342 -3.5856 0.9670 0.00 0.00 0.01
C 1.1375 -2.3437 1.0059 -0.01 0.01 0.00
N 1.2794 -1.4646 -0.0209 0.01 0.00 -0.06
C 1.9787 -1.8196 -1.0987 0.00 -0.04 0.04
C 0.2680 -1.8770 2.1061 0.01 -0.01 -0.01
C -0.0705 -2.5603 3.2599 -0.02 -0.01 0.01
C -0.9580 -1.9683 4.1483 0.01 0.00 -0.01
C -1.5058 -0.7210 3.8772 -0.01 -0.02 0.01
C -1.1353 -0.0752 2.7124 0.01 0.00 -0.01
N -0.2554 -0.6634 1.8907 -0.01 0.03 0.04
C -1.6308 1.2228 2.2063 -0.01 -0.01 0.02
C -2.5920 1.9808 2.8421 0.00 0.01 -0.01
C -3.0316 3.1576 2.2495 0.00 -0.01 0.00
C -2.4969 3.5398 1.0319 0.01 0.00 0.00
C -1.5313 2.7400 0.4474 -0.01 0.02 0.01
N -1.0992 1.6153 1.0185 -0.01 0.00 -0.02
H 3.1490 -3.3029 -2.0932 0.00 -0.01 0.01
H 2.9501 -4.9193 -0.1962 0.00 0.00 0.00
H 1.6141 -4.2748 1.7904 0.00 0.00 0.00
H 2.0220 -1.1014 -1.9043 0.00 0.01 -0.02
H 0.3372 -3.5387 3.4673 0.01 0.00 -0.01
H -1.2338 -2.4882 5.0557 0.00 0.00 0.00
H -2.2092 -0.2736 4.5637 0.00 0.01 -0.01
H -3.0084 1.6556 3.7844 0.00 0.00 0.00
H -3.7906 3.7583 2.7322 0.00 0.00 0.00
H -2.8246 4.4381 0.5289 0.00 0.00 0.01
H -1.0944 2.9897 -0.5091 0.00 -0.01 0.00
Cl 0.7562 0.0366 -4.3039 0.01 0.01 0.02
C 1.1819 1.6903 -3.8733 0.01 -0.05 -0.03
C 1.3748 1.8201 -2.3840 -0.05 -0.06 -0.01
O 2.3179 2.7057 -2.0827 -0.05 -0.01 0.07
O 0.7211 1.2021 -1.5663 0.07 0.11 0.04
H 0.3651 2.3533 -4.1654 0.01 0.02 0.00
H 2.0845 1.9906 -4.3979 -0.01 0.01 0.00
N -2.0997 -1.8347 -0.1537 -0.01 -0.04 0.07
C -2.9724 -2.5579 -0.3617 0.01 -0.01 -0.04
C -4.0563 -3.4599 -0.6283 -0.01 0.02 -0.01
C -5.3386 -2.9498 -0.8335 0.00 -0.01 0.00
C -6.3791 -3.8235 -1.0940 0.00 0.00 0.00
C -6.1414 -5.1908 -1.1494 0.00 0.00 0.00
C -4.8629 -5.6947 -0.9458 0.00 0.00 0.00
C -3.8131 -4.8326 -0.6844 0.00 0.00 0.00
H -5.5113 -1.8829 -0.7921 0.00 0.00 0.00
H -7.3766 -3.4392 -1.2560 0.00 0.00 0.00
H -6.9584 -5.8692 -1.3548 0.00 0.00 0.00
H -4.6862 -6.7602 -0.9931 0.00 0.00 0.00
H -2.8129 -5.2139 -0.5287 0.00 0.00 0.00
C 5.8022 2.8779 -0.9604 0.00 0.01 -0.01
N 5.0733 4.1533 -0.8870 0.00 -0.02 0.00
C 5.6420 5.3836 -1.0205 0.00 0.01 -0.01
C 4.6466 6.3135 -0.9015 0.01 0.00 -0.01
N 3.4979 5.6182 -0.7085 0.00 -0.02 0.00
C 3.7506 4.2959 -0.6994 0.00 0.01 0.01
S 2.5876 3.0472 -0.4155 0.04 0.01 -0.05
H 6.8643 3.0999 -0.9815 0.00 0.00 0.01
H 5.5220 2.3519 -1.8694 0.00 0.00 0.00
H 5.5721 2.2794 -0.0837 -0.01 0.00 0.00
H 6.6983 5.5132 -1.1855 0.00 0.00 0.00
H 4.6823 7.3892 -0.9375 0.00 0.00 0.00
H 2.5800 6.0219 -0.5775 0.00 0.00 0.00

=====

[3]
60
Properties=species:S:1:pos:R:3:forces:R:3 method="wB97M-V/def2-TZVPD" mol_weight_g_mol=533.5 multiplicity=5 relative_energy_kj_mol=0.0 homo_ev="-7.181 / -8.332"
Cr -0.5286 0.7438 0.2628 0.21 -0.57 0.35
C -1.6563 4.8470 -0.1833 0.45 -0.22 -0.05
C -1.5276 3.3616 -0.1079 -1.01 0.23 0.16
N -0.4532 2.6786 -0.1691 1.11 -0.04 0.14
N 0.7843 3.2623 -0.2347 0.09 0.04 -0.13
C 1.7037 2.3080 -0.1159 -0.39 -0.06 0.13
O 1.4144 1.0632 0.0215 0.21 0.26 -0.15
C 3.1454 2.6900 -0.0978 0.03 0.12 0.20
C 4.0644 1.6412 -0.0782 0.28 -0.03 -0.01
C 5.4322 1.9098 -0.0211 -0.56 -0.09 -0.18
C 5.8616 3.2224 -0.0036 0.34 0.41 0.07
C 4.9606 4.2888 -0.0077 -0.34 -0.92 -0.11
C 3.5927 4.0252 -0.0367 0.25 -0.38 -0.24
C -2.7315 2.5295 0.0507 -1.20 -0.34 -0.13
C -4.0283 3.0957 0.0512 1.02 -0.07 -0.02
C -5.1391 2.2819 0.0936 0.10 0.73 0.07
C -4.9691 0.9288 0.2182 0.41 -0.72 -0.21
C -3.6903 0.4112 0.2625 1.20 -0.02 -0.07
N -2.5755 1.1713 0.1526 -0.87 0.80 0.05
H -0.6578 5.2940 -0.2029 -0.31 -0.03 -0.04
H -2.2251 5.2172 0.6666 0.05 0.11 0.11
H -2.2130 5.0938 -1.0869 0.07 0.22 -0.10
H 3.7026 0.6126 -0.1143 0.06 0.35 0.04
H 6.1395 1.0905 -0.0300 0.03 0.05 0.05
H 6.9250 3.4445 0.0133 -0.08 -0.07 0.01
H 5.3530 5.2876 -0.0228 -0.09 0.35 0.10
H 2.8882 4.8438 -0.0474 -0.15 -0.08 0.02
H -4.1265 4.1715 0.0035 -0.05 -0.07 -0.08
H -6.1233 2.7193 0.0321 -0.13 0.00 0.04
H -5.8011 0.2618 0.2051 -0.41 -0.35 0.18
H -3.4803 -0.6608 0.3574 -0.32 0.42 -0.04
O -0.0251 -0.9779 4.0585 -0.15 -0.13 -0.72
C -0.3949 -0.7745 2.9059 0.05 0.16 0.89
O -0.4368 0.3642 2.3166 0.01 0.01 -0.35
C -0.9531 -1.9455 2.0684 0.18 -0.35 0.03
P -0.4817 -1.7843 0.3214 0.30 0.01 -0.11
C -1.6096 -2.9085 -0.5834 0.48 0.06 -0.03
C -2.3392 -2.3163 -1.6115 -0.07 -0.70 0.01
C -3.2658 -3.0589 -2.3402 -0.01 0.08 0.29
C -3.4709 -4.3942 -2.0149 0.35 0.24 -0.30
C -2.7000 -5.0039 -1.0271 -0.15 0.17 0.01
C -1.7654 -4.2737 -0.3116 -0.40 0.48 -0.14
C 1.2206 -2.4502 0.1766 -0.11 -0.29 0.02
C 2.1996 -2.1316 1.1308 -0.20 0.00 -0.37
C 3.5175 -2.5366 0.9351 0.31 0.07 0.73
C 3.8674 -3.2672 -0.1853 -0.25 -0.09 -0.06
C 2.8826 -3.6133 -1.1012 0.68 -0.40 -0.75
C 1.5764 -3.2155 -0.9443 -0.57 0.33 0.29
H -2.0359 -1.8348 2.0726 -0.22 0.00 0.07
H -0.7106 -2.9226 2.4851 0.07 0.08 0.12
H -2.1429 -1.2881 -1.8385 -0.07 0.47 -0.17
H -3.8335 -2.5825 -3.1341 0.06 -0.12 0.07
H -4.1823 -4.9611 -2.5944 -0.13 -0.17 0.08
H -2.8499 -6.0455 -0.7961 -0.01 -0.19 0.00
H -1.2073 -4.7481 0.4761 0.24 -0.07 0.15
H 1.9478 -1.5588 2.0146 -0.04 0.02 0.00
H 4.2763 -2.3164 1.7056 -0.50 0.00 -0.51
H 4.8844 -3.5956 -0.3493 0.04 0.04 0.06
H 3.1685 -4.1973 -1.9816 -0.16 0.16 0.30
H 0.8230 -3.4977 -1.6844 0.24 0.12 0.23